# 1
C4H5N3O | ωB97M-V with the def2-TZVPD basis set

As for the structure (SMILES): C/N=C1\N=CNC1=O. As for the charge: 0. The value obtained for the maximum force is 7.7 eV Å⁻¹. The value obtained for the HOMO energy is -8.94 eV. As for the energy above the lowest of the compared OMol25 structures with the same formula, charge and spin: 99.8 kcal per mole.

XYZ file:
```
13
Properties=species:S:1:pos:R:3:forces:R:3
C 2.0933 -1.2190 -0.7255 0.4741 1.4834 4.0158
N 0.8878 -0.5044 -0.9106 -5.4575 1.0780 -0.4634
C -0.0817 -0.0565 -0.1034 7.2588 -1.1357 -2.3503
N 0.1707 0.3987 1.2963 0.3226 -1.9047 -2.3940
C -0.9020 1.0159 1.4759 -1.2429 0.4041 2.4301
N -1.7714 1.1458 0.4959 -2.3154 -0.5636 -5.1752
C -1.4146 0.4037 -0.6170 2.5280 -0.4288 0.6875
O -1.9877 0.2145 -1.6501 -0.3928 0.2244 0.1936
H 3.0477 -0.4757 -0.6896 -2.1647 -1.5608 0.8663
H 2.4384 -1.9353 -1.4787 -1.1072 0.0404 -0.1076
H 1.5845 -1.6705 0.2975 3.3639 -0.0839 -1.7963
H -1.3792 1.2752 2.3603 0.3836 1.0506 2.3653
H -2.6859 1.4077 0.2488 -1.6504 1.3964 1.7281
```
Positions in Å, forces in eV/Å.

# 2
C23H44Cl2FN15O7 | ωB97M-V with the def2-TZVPD basis set

As for the structure (SMILES): C/C(Cl)=C(/Cl)c1nc2cc(C)c(CCN)c(C[C@H](C)F)c2nc1O.NC(N)=O.NC(N)=O.NC(N)=O.NC(N)=O.NC(N)=O.NC(N)=O. As for the charge: 0. The value obtained for the maximum force is 1.0 eV Å⁻¹. The value obtained for the HOMO energy is -8.10 eV.

XYZ file:
```
92
Properties=species:S:1:pos:R:3:forces:R:3
C -2.4572 3.0904 -3.7910 -0.1791 0.1300 0.4094
C -1.3985 4.1170 -3.5375 0.1656 0.1354 -0.1895
Cl -1.6901 5.6943 -4.1811 -0.0834 0.0871 -0.0360
C -0.2976 3.8576 -2.8491 -0.1879 0.0568 -0.1411
Cl 0.9100 5.0432 -2.5357 0.1725 0.0220 0.1244
C -0.0565 2.4999 -2.3119 0.2502 0.0062 -0.2531
N 0.5445 1.6324 -3.0697 -0.0707 -0.2207 0.1200
C 0.7330 0.3875 -2.5386 0.0652 0.0800 -0.2149
C 1.3716 -0.5987 -3.3147 0.0001 -0.6580 0.2824
C 1.5550 -1.8837 -2.8446 -0.3328 0.8677 -0.0968
C 2.2401 -2.8864 -3.7294 0.1555 0.4121 0.3151
C 1.0866 -2.2189 -1.5338 0.1618 0.4318 0.0774
C 1.2223 -3.6518 -1.0617 -0.9179 0.2356 -0.2120
C -0.1493 -4.3520 -1.2186 0.3387 0.5483 -0.6282
N -0.5338 -4.3182 -2.6294 0.3243 -0.1597 0.4578
C 0.4940 -1.2425 -0.7359 0.0918 -0.2088 -0.2452
C 0.0246 -1.5039 0.6713 0.0097 -0.0187 0.2466
C 0.8700 -0.7863 1.7109 0.3817 -0.0730 0.0137
C 2.2305 -1.4132 1.9714 0.0746 0.0134 0.0731
F 0.1523 -0.8039 2.9194 -0.1696 0.0220 0.1637
C 0.2968 0.0805 -1.2410 0.1601 -0.6474 0.2923
N -0.3185 1.0128 -0.4509 0.1907 0.0196 -0.5398
C -0.4750 2.1801 -0.9907 -0.3021 0.1432 0.5904
O -1.0833 3.1676 -0.2975 0.3741 -0.0875 -0.2907
H -3.2178 3.4765 -4.4575 -0.0156 -0.0180 -0.1982
H -2.9409 2.8702 -2.8379 -0.1212 -0.1296 0.0488
H -2.0371 2.1703 -4.1804 0.0533 -0.0996 -0.1695
H 1.6917 -0.3272 -4.3081 0.0558 0.0742 -0.1297
H 1.5945 -3.7392 -3.8938 0.0031 -0.1804 -0.1111
H 3.1812 -3.1915 -3.2730 0.0294 -0.2804 0.0508
H 2.4998 -2.4185 -4.6716 -0.0973 -0.0085 -0.2425
H 1.9180 -4.1892 -1.6937 0.3778 -0.0474 0.1835
H 1.5275 -3.6767 -0.0238 0.2860 -0.2228 0.1450
H -0.8712 -3.7371 -0.6907 -0.2449 -0.2504 0.3144
H -0.1061 -5.3633 -0.8147 -0.0908 -0.0433 0.2959
H -0.2007 -5.1330 -3.1219 -0.1904 -0.0880 -0.1129
H -1.5248 -4.2055 -2.7615 -0.0583 -0.0221 -0.2822
H -0.9990 -1.1665 0.8205 -0.1060 0.1416 -0.1814
H 0.0386 -2.5599 0.9125 0.0136 -0.2182 -0.0075
H 0.9822 0.2578 1.4466 -0.1290 0.1895 -0.0279
H 3.0466 -0.7009 1.8921 0.0477 0.1146 -0.0946
H 2.4492 -2.2540 1.3248 0.0319 -0.0892 -0.2102
H 2.2551 -1.8062 2.9804 -0.0795 -0.1353 0.1259
H -0.6824 3.2584 0.5870 -0.5600 0.2196 0.1944
N 4.8852 -4.3393 5.7800 -0.0046 -0.0518 -0.0168
C 4.1046 -3.5595 4.9678 -0.0755 0.1265 0.0470
N 3.5671 -2.4548 5.5616 -0.1262 -0.1597 0.0720
O 3.9030 -3.8330 3.7965 0.0507 -0.0910 -0.0106
H 5.0659 -4.1279 6.7422 -0.0029 0.0514 -0.0025
H 5.2951 -5.1574 5.3723 0.0020 -0.0013 -0.0231
H 3.0008 -1.8615 4.9856 0.0522 0.0740 0.0098
H 3.7250 -2.1906 6.5169 0.1795 0.1675 -0.0568
N -4.3576 -2.2443 -4.1254 0.0438 -0.1415 -0.0904
C -3.0302 -1.9219 -4.0598 -0.0349 0.1357 0.0917
N -2.7505 -0.6882 -3.5249 0.0325 0.0835 -0.0257
O -2.1418 -2.6648 -4.4331 -0.1539 -0.0363 -0.1243
H -5.0844 -1.6301 -3.8138 0.0430 0.0549 0.0185
H -4.6043 -3.1465 -4.5045 0.0486 -0.0955 0.0279
H -1.7811 -0.4338 -3.4517 0.0198 -0.0442 0.0243
H -3.4515 -0.0514 -3.1986 -0.0173 -0.0182 0.0191
N -3.1668 5.1138 1.8792 0.0057 -0.0941 0.0203
C -1.8624 5.3940 2.1781 -0.1873 0.1833 -0.0530
N -1.6263 6.5992 2.7574 0.1526 -0.1514 0.0770
O -0.9628 4.6040 1.9274 0.2767 -0.1285 0.1879
H -3.9241 5.7413 2.0668 0.0154 0.0368 0.0036
H -3.3566 4.2328 1.4389 0.0263 0.0050 -0.0373
H -0.6677 6.8295 2.9729 0.0867 0.1733 -0.0905
H -2.3466 7.2629 2.9649 -0.0425 -0.0171 -0.0304
N -6.8722 -6.2288 -4.3744 0.0266 0.0380 -0.0116
C -5.6002 -6.2349 -4.8782 -0.0383 -0.0988 0.0040
N -5.1548 -7.4448 -5.3282 0.0260 0.0118 -0.0100
O -4.9075 -5.2335 -4.9242 -0.0655 0.1476 0.0239
H -7.4545 -7.0424 -4.3287 0.0141 -0.0207 -0.0075
H -7.2271 -5.3556 -4.0347 -0.0005 0.0102 0.0092
H -4.2252 -7.4788 -5.7025 0.0130 0.0205 0.0002
H -5.7023 -8.2829 -5.3018 -0.0224 0.0045 0.0125
N 1.9237 0.7231 7.0615 0.0794 -0.0205 0.0489
C 3.2488 1.0626 7.0529 -0.0949 0.0707 -0.0885
N 3.5097 2.3834 6.8190 0.0316 0.0029 0.0519
O 4.1374 0.2464 7.2320 -0.0574 -0.1371 0.0557
H 1.1822 1.3784 6.9051 0.0029 0.0097 -0.0502
H 1.6944 -0.2382 7.2274 -0.0252 -0.0108 0.0003
H 4.4719 2.6629 6.8005 0.0146 -0.0167 -0.0095
H 2.7977 3.0702 6.6619 -0.0290 -0.0167 -0.0231
N 3.4841 7.8257 2.9832 -0.0386 0.0257 0.0405
C 2.2837 7.7708 2.3327 0.0814 -0.1134 -0.1897
N 2.3532 7.6201 0.9797 -0.0518 0.0839 0.0404
O 1.2190 7.8487 2.9257 -0.1247 -0.0077 0.1649
H 4.3691 7.7622 2.5187 -0.0053 -0.0051 -0.0319
H 3.4611 7.9351 3.9790 -0.0125 0.0089 0.0097
H 1.4859 7.5618 0.4785 -0.0109 -0.0626 -0.0010
H 3.2141 7.5479 0.4730 0.0180 -0.0292 0.0135
```
Positions in Å, forces in eV/Å.

# 3
C3H5N3 | ωB97M-V with the def2-TZVPD basis set

As for the structure (SMILES): [H]/N=C1\CN=CN1. As for the charge: 0. The value obtained for the maximum force is 3.1 eV Å⁻¹. The value obtained for the HOMO energy is -8.76 eV. As for the energy above the lowest of the compared OMol25 structures with the same formula, charge and spin: 33.1 kcal per mole.

XYZ file:
```
11
Properties=species:S:1:pos:R:3:forces:R:3
H 2.0131 0.3109 1.6872 0.3961 0.0069 -0.6983
N 1.4397 -0.4412 1.3228 -0.7096 0.3346 0.7507
C 0.5459 -0.1004 0.4876 0.7139 -1.9586 -0.9860
C 0.2229 1.0165 -0.4593 0.1215 1.4679 2.6973
N -0.8348 0.5965 -1.3430 -0.4191 -0.3294 0.3692
C -1.2010 -0.5519 -0.8952 0.0390 0.5008 -0.2621
N -0.5474 -0.9507 0.2358 0.3898 -0.3828 0.1941
H -0.0463 1.5364 0.6059 -0.6693 0.6420 -2.6634
H 0.9764 1.6187 -0.9724 0.0775 -0.3718 0.4986
H -1.9513 -1.1905 -1.3566 0.0722 0.2318 0.0990
H -0.6173 -1.8444 0.6872 -0.0120 -0.1415 0.0010
```
Positions in Å, forces in eV/Å.

# 4
C22H17FN2O7Ru | ωB97M-V with the def2-TZVPD basis set

As for the charge: -1. The spin multiplicity is 2. The value obtained for the maximum force is 2.3 eV Å⁻¹. The value obtained for the HOMO energy (spin up / spin down) is -4.92 / -4.64 eV. As for the energy above the lowest of the compared OMol25 structures with the same formula, charge and spin: 25.0 kcal per mole.

XYZ file:
```
50
Properties=species:S:1:pos:R:3:forces:R:3
Ru -1.3120 0.0631 2.1640 -0.7824 1.2349 1.8080
O -2.5191 3.8754 0.8390 0.2093 -0.0392 -0.1017
C -2.1988 2.8244 1.3794 -0.2618 0.1802 0.2671
O -1.5244 1.8587 0.8855 0.5063 -1.2274 0.0831
C -2.6471 2.5963 2.8123 -0.0344 0.1616 -0.2237
C -3.0733 3.6058 3.6549 -0.1665 -0.0234 0.0199
C -3.3789 3.2854 4.9704 0.0289 0.0047 0.0057
C -3.2617 1.9696 5.3989 -0.1260 0.0714 -0.0266
C -2.8413 1.0169 4.4917 -0.2083 -0.1967 0.1997
N -2.5531 1.3434 3.2390 1.2818 -0.4647 -0.2882
C -2.6335 -0.4537 4.8187 -0.2749 0.3442 0.3646
O -2.9745 -0.8471 5.9303 0.1402 -0.0719 -0.1975
O -2.1428 -1.1222 3.8563 0.7036 -0.4064 -1.1319
H -3.1449 4.6085 3.2577 0.0112 -0.0117 0.0066
H -3.6911 4.0601 5.6611 -0.0033 -0.0229 -0.0119
H -3.4721 1.6564 6.4117 -0.0079 -0.0128 -0.0128
C 1.5461 -3.4370 -3.8416 -0.0361 0.0377 0.0638
C 0.9276 -2.0700 -4.1244 0.1048 0.0087 -0.0467
C 1.7952 -1.1947 -5.0204 0.0034 0.0646 0.0613
C 3.1097 -0.8460 -4.3317 -0.1197 0.0109 -0.0225
C 2.8630 -0.3199 -2.9400 0.0420 -0.0675 -0.1165
C 3.7951 0.4735 -2.3135 0.0371 0.0694 0.0196
C 3.5629 0.9401 -1.0241 0.0291 0.0415 0.0841
F 4.4903 1.7496 -0.4661 0.0122 -0.0377 -0.0362
C 2.4475 0.6013 -0.3152 0.0504 0.0420 0.1052
C 1.4927 -0.2135 -0.9281 -0.0611 -0.2276 -0.0752
C 0.3228 -0.6603 -0.1630 0.0902 -0.2633 -0.7098
O 0.3538 -0.5348 1.0741 0.0033 0.1776 0.4590
C -0.7293 -1.2614 -0.9106 -0.0923 0.2005 0.0312
C -0.4859 -1.5998 -2.2030 0.0609 0.0339 -0.1272
N 0.6695 -1.3698 -2.8589 0.0850 -0.0423 -0.1129
C 1.6776 -0.6384 -2.2494 -0.0780 -0.0486 0.0253
C -2.1177 -1.5884 -0.3671 -0.2558 0.2830 0.5064
O -2.8537 -2.2433 -1.1041 0.0146 -0.1327 -0.1418
O -2.3977 -1.1435 0.7868 -0.5191 -0.2967 -0.7750
H 1.7830 -3.9550 -4.7728 -0.0076 0.0153 0.0142
H 0.8496 -4.0491 -3.2675 0.0240 -0.0114 -0.0152
H 2.4595 -3.3323 -3.2533 -0.0031 -0.0323 -0.0308
H -0.0397 -2.2135 -4.6050 -0.0687 0.0420 0.0392
H 1.2497 -0.2750 -5.2455 -0.0149 -0.0191 -0.0213
H 1.9755 -1.7163 -5.9612 0.0005 0.0136 -0.0105
H 3.6535 -0.1016 -4.9144 0.0228 0.0026 0.0062
H 3.7490 -1.7318 -4.2804 0.0160 -0.0001 0.0084
H 4.7092 0.7519 -2.8249 -0.0170 0.0180 0.0318
H 2.2794 0.9481 0.6958 0.0205 -0.0251 -0.0048
H -1.2720 -2.0953 -2.7610 0.0086 -0.1066 0.0867
C 0.1720 0.6258 3.5099 -0.6354 0.7019 -0.2366
H 0.6109 1.5746 3.1831 0.1440 0.0267 0.1518
H 0.9401 -0.1479 3.5033 -0.0008 -0.0974 -0.0408
H -0.2205 0.7329 4.5232 0.1241 0.0987 0.0690
```
Positions in Å, forces in eV/Å.

# 5
C25H19N4O2SbSe4V | ωB97M-V with the def2-TZVPD basis set

As for the charge: -1. The value obtained for the maximum force is 5.8 eV Å⁻¹. The value obtained for the HOMO energy (spin up / spin down) is -3.22 / -3.19 eV. As for the energy above the lowest of the compared OMol25 structures with the same formula, charge and spin: 63.6 kcal per mole.

XYZ file:
```
56
Properties=species:S:1:pos:R:3:forces:R:3
V 0.6575 -1.8455 0.1225 -0.4269 -1.0191 0.1093
C -1.5557 -5.0888 -0.4707 0.0373 0.3590 0.5162
C -0.7298 -5.3615 -1.5735 0.5782 0.2632 -0.1715
C 0.4951 -4.7510 -1.6807 -0.4396 -0.2954 -0.5758
C 0.9008 -3.8493 -0.6838 0.0468 -1.8271 0.2186
N 0.0502 -3.5512 0.3362 -0.3096 -2.5101 -0.7603
C -1.1290 -4.1748 0.4582 -0.7733 -0.3359 0.2163
C 2.1412 -3.1561 -0.6357 0.9176 -0.9780 -0.1427
C 3.1147 -3.1956 -1.6411 0.9240 0.2786 -0.7863
C 4.2918 -2.5115 -1.4755 -0.6550 -0.4087 -0.2610
C 4.4951 -1.7656 -0.2981 -0.1842 0.0604 0.5525
C 3.4963 -1.7146 0.6334 0.8873 0.5117 0.4634
N 2.3281 -2.3588 0.4608 2.3835 -0.6458 0.4123
H -2.5256 -5.5454 -0.3638 -0.0560 -0.0908 0.0335
H -1.0630 -6.0436 -2.3407 0.0241 -0.1026 -0.0483
H 1.1419 -4.9429 -2.5242 -0.0398 -0.0918 -0.0249
H -1.7330 -3.8564 1.3151 0.1798 -0.1341 -0.2819
H 2.9109 -3.7514 -2.5453 0.1367 -0.0229 -0.0065
H 5.0490 -2.5307 -2.2460 0.0160 -0.0368 -0.0337
H 5.4095 -1.2158 -0.1379 0.0096 0.0292 0.0510
H 3.5608 -1.1123 1.5412 -0.0156 -0.1367 -0.2918
O -0.3960 -1.6445 -1.5636 -0.1357 -0.7740 -0.3935
C -0.1488 -0.4915 -1.1716 -2.4574 3.8395 -2.7419
N -1.0659 0.5232 -1.1229 0.3617 -0.5576 0.1364
C -0.5046 1.5774 -0.2728 0.0181 0.1032 -0.2490
C 0.8168 0.9070 0.1391 1.0457 1.8252 1.8692
O 1.5354 1.2551 1.0495 -0.2745 0.2849 -0.9928
N 1.0597 -0.1486 -0.6876 0.6262 0.1628 -1.7115
C -0.1456 2.7617 -1.1551 -0.0151 0.2453 -0.1868
C -1.1378 3.6737 -1.4967 0.0469 -0.0150 -0.0700
C -0.8529 4.7291 -2.3417 -0.1430 -0.0179 -0.0645
C 0.4213 4.8813 -2.8623 0.1268 0.1004 -0.0637
C 1.4118 3.9771 -2.5261 0.0211 0.0303 -0.1042
C 1.1292 2.9207 -1.6769 0.0429 -0.0112 0.0389
C -1.3894 2.0106 0.8683 -0.3111 0.0770 0.2223
C -2.5712 1.3527 1.1978 0.0725 -0.0754 -0.2781
C -3.4586 1.9181 2.1045 -0.1623 0.2138 -0.0242
C -3.1534 3.1274 2.7048 0.0324 -0.0665 -0.1820
C -1.9269 3.7294 2.4657 0.0752 -0.0955 -0.1897
C -1.0519 3.1794 1.5465 -0.0848 -0.0483 -0.0153
H -2.0598 0.3295 -1.1691 0.3212 0.0187 0.0758
H -2.1301 3.5598 -1.0854 -0.0814 0.0099 0.0575
H -1.6327 5.4302 -2.6004 -0.0585 0.0834 -0.0133
H 0.6451 5.7069 -3.5222 0.0031 0.0753 -0.0529
H 2.4089 4.0839 -2.9278 0.0828 0.0466 -0.0185
H 1.9182 2.2290 -1.4160 0.0482 0.0279 -0.0244
H -2.8123 0.3835 0.7591 -0.0410 0.2059 0.0972
H -4.3751 1.4024 2.3587 0.1273 -0.0286 -0.0360
H -3.8539 3.5792 3.3871 -0.0538 -0.0017 0.1998
H -1.6374 4.6181 3.0048 -0.0132 0.0905 0.0456
H -0.0971 3.6432 1.3433 0.0178 0.1001 0.0301
Se -3.6220 -0.8630 4.1555 -0.3188 -0.3945 -0.9783
Sb -1.2264 -0.5358 3.9152 -1.6953 0.9094 5.4297
Se -0.2555 -1.1365 1.7540 -1.4604 1.0320 2.5413
Se -0.3216 -1.9894 5.6685 0.4980 -0.4900 -0.8452
Se -0.8242 1.6445 4.9275 0.4975 0.2278 -0.6965
```
Positions in Å, forces in eV/Å.

# 6
C5H14 | ωB97M-V with the def2-TZVPD basis set

As for the charge: +1. The spin multiplicity is 2. The value obtained for the maximum force is 5.0 eV Å⁻¹. The value obtained for the HOMO energy (spin up / spin down) is -15.29 / -15.03 eV. As for the energy above the lowest of the compared OMol25 structures with the same formula, charge and spin: 27.0 kcal per mole.

XYZ file:
```
19
Properties=species:S:1:pos:R:3:forces:R:3
C 0.0666 0.1007 -2.2525 0.1090 -0.2889 0.6710
C -1.3809 0.5567 -2.4591 1.9035 1.5076 2.4271
H 0.0029 -0.9321 -1.7378 0.4378 0.9645 -1.2566
H 0.6072 0.1698 -3.2112 0.1915 -0.5956 0.7122
H 0.6311 0.6802 -1.4480 -0.6535 -0.1737 -1.2437
H -2.0012 -0.1682 -2.8255 -1.3715 -1.7870 -1.7501
H -1.5181 1.5398 -2.8919 0.1385 -0.0648 -0.4593
H -1.7298 0.6243 -1.4468 -0.7094 0.4570 0.8019
C 0.3786 -0.5215 1.1327 0.5169 3.9542 -0.6882
C -0.2710 -0.9781 2.4879 2.3728 -1.5327 1.1922
C 1.2308 0.7391 1.2458 0.6849 -4.0074 2.8630
H 1.1034 -1.3427 0.9568 0.2548 -1.0469 0.6585
H -0.3163 -0.4602 0.3203 -0.5869 -0.0479 -0.1959
H 0.5523 -0.8650 3.2662 -1.4185 -0.2717 -0.8506
H 1.6059 1.0043 0.3262 1.0241 0.8883 -2.5257
H 0.7497 1.5997 1.6157 -1.3367 1.4093 0.3660
H -0.6564 -1.9690 2.3865 -0.1251 -0.7430 0.4350
H -1.1136 -0.3221 2.5408 -0.7134 1.1085 -0.1830
H 2.0587 0.5444 1.9940 -0.7190 0.2702 -0.9736
```
Positions in Å, forces in eV/Å.